1.
The following is a quantum chemistry calculation of C6H7AgNaO6 as an isolated structure at a distorted geometry, from OMol25.

XYZ file:
```
21
C6H7AgNaO6 (wB97M-V/def2-TZVPD)
Na 0.211 -1.232 3.784
O 0.216 -1.511 1.511
O -1.184 0.086 0.425
C -2.049 0.912 1.211
C -1.074 1.614 2.143
O -0.052 0.625 2.313
C -0.077 -0.227 1.187
H -2.586 1.592 0.543
H -2.767 0.286 1.763
H -1.492 1.853 3.125
H -0.638 2.515 1.688
Ag 0.968 -0.918 -6.417
O 0.765 0.561 -3.913
O 0.595 -0.086 -1.786
C 1.281 -0.873 -0.919
C 1.220 -0.532 0.506
O 0.568 -1.610 -3.477
C 0.629 -0.412 -3.153
H 1.078 -1.939 -1.093
H 2.248 -0.042 -0.527
H 2.141 -0.660 1.084
```

Results
Total charge   +1
Energy above the lowest of the compared OMol25 structures with the same formula, charge and spin   18.5 kJ/mol
E_tot   -993.1597 a.u.
M   305.974 g/mol
Largest force on an atom   3.3 eV/A
HOMO level   -11.3 eV

These are the natural (NBO) partial charges, in e, on atoms 1 to 4:
1 Na 0.974
2 O -0.667
3 O -0.477
4 C -0.100

2.
The following is a quantum chemistry calculation of ArH24O12 as an isolated structure, from OMol25.

XYZ file:
```
37
ArH24O12 (wB97M-V/def2-TZVPD)
Ar 0.023 -0.652 -0.423
O 4.215 -1.829 -0.348
H 4.926 -2.173 0.193
H 3.534 -1.583 0.278
O -0.865 0.835 2.376
H -1.518 0.228 2.027
H -1.355 1.397 2.975
O 1.831 1.850 -1.826
H 2.653 1.454 -1.536
H 2.043 2.774 -1.958
O -2.965 -1.334 2.060
H -3.291 -0.877 2.835
H -2.313 -1.948 2.399
O -2.718 2.801 -2.129
H -2.924 3.431 -1.439
H -2.100 2.194 -1.723
O -0.459 2.402 -0.413
H -0.507 2.236 0.529
H 0.399 2.066 -0.672
O 1.664 1.735 2.222
H 0.751 1.489 2.371
H 1.617 2.505 1.656
O -0.123 0.664 -3.366
H -0.201 -0.268 -3.163
H 0.595 0.972 -2.813
O 1.558 -3.623 2.555
H 1.786 -4.127 1.774
H 1.693 -2.710 2.299
O 2.524 -0.906 1.890
H 2.292 0.018 1.980
H 3.336 -0.999 2.388
O -1.306 -2.253 -3.763
H -2.028 -1.670 -3.997
H -0.622 -2.057 -4.403
O -4.056 -0.300 -0.362
H -4.381 -1.024 -0.897
H -3.711 -0.719 0.426
```

Results
Energy above the lowest of the compared OMol25 structures with the same formula, charge and spin   126.7 kJ/mol
E_tot   -1444.7826 a.u.
M   256.128 g/mol
Largest force on an atom   1.0 eV/A
HOMO level   -10.0 eV

These are the natural (NBO) partial charges, in e, on atoms 1 to 4:
1 Ar 0.001
2 O -0.957
3 H 0.462
4 H 0.485